[1]
DFT (ωB97M-V/def2-TZVPD) results for a cluster of 12 separate species, C6H34O12 in total in a non-equilibrium geometry.

Output
electronic energy	-31343.203	eV
energy above the lowest of the compared OMol25 structures with the same formula, charge and spin	59.37	kcal per mole

Positions of all 52 atoms, in Å:
C 0.1765 -1.6394 -0.0169
O 0.4493 -2.6191 -1.0434
C -0.6173 -2.3096 1.1623
C -1.9558 -2.8646 0.8112
C -2.9670 -1.8103 0.4088
C -3.5794 -1.7949 -0.7659
C -3.0154 -0.6196 1.3562
H 1.1935 -1.5645 0.3719
H -0.0894 -0.7626 -0.5947
H 0.6144 -3.5211 -0.7852
H -0.6203 -1.5000 1.8973
H 0.1604 -2.9265 1.6015
H -2.3943 -3.3409 1.6919
H -1.8243 -3.5724 -0.0106
H -3.4031 -2.5549 -1.5216
H -4.2195 -0.9912 -1.1118
H -3.8706 0.0154 1.1077
H -3.2189 -0.9811 2.3665
H -2.1276 -0.0199 1.2372
H -0.7582 3.4037 -0.0883
H 0.6123 3.9635 0.0629
O -0.2376 3.9381 0.5198
H 0.3485 1.5085 3.7018
H 0.8838 0.4684 2.7118
O 0.0989 1.0093 2.9190
H 2.6870 1.2615 -2.1714
H 3.6043 0.2075 -1.5264
O 3.5398 0.8064 -2.2764
H 1.9380 -1.6744 -2.3206
H 2.5517 -0.4575 -3.0791
O 2.1213 -1.3362 -3.2007
H 0.2985 1.9890 -2.2797
H 1.5268 2.7714 -2.7696
O 1.2111 2.2375 -2.0323
H 2.8384 -0.7434 2.6795
H 1.7693 -1.2418 1.6690
O 1.9471 -1.0823 2.5956
H -2.4580 2.0283 2.5398
H -1.8848 3.4277 2.3717
O -2.6849 2.9599 2.6224
H 3.0981 3.7118 1.2665
H 1.8998 3.1656 2.0011
O 2.7561 2.9177 1.6391
H -1.4077 1.1687 -3.9247
H -0.7045 0.2211 -3.0213
O -1.0157 1.1635 -3.0453
H 3.8602 1.0178 1.4142
H 2.7619 1.0317 0.2946
O 3.3369 0.4802 0.8278
H -1.6973 -1.6359 -2.2288
H -0.3298 -1.8571 -3.0004
O -1.2027 -1.4529 -3.0336

Atomic partial charges in e from the Löwdin method, atoms 1 to 4: atom 1 (C): -0.18, atom 2 (O): -0.11, atom 3 (C): -0.17, atom 4 (C): -0.16

=====

[2]
DFT (ωB97M-V/def2-TZVPD) results for a cluster of 3 separate species, C2H7N2O5 in total in a non-equilibrium geometry.

Output
electronic energy	-15398.055	eV
total charge	-1

Positions of all 16 atoms, in Å:
O -7.7184 -8.9110 13.1975
H -7.7495 -8.1108 13.7250
C -7.1697 -6.7655 16.5809
N -7.3250 -8.2137 16.3023
O -6.3098 -8.8234 16.0964
O -8.4305 -8.6740 16.3972
H -6.7586 -6.2697 15.7093
H -6.6485 -6.5671 17.5128
H -8.1759 -6.3787 16.7360
C -6.1627 -4.7829 12.6406
N -7.3349 -5.7120 12.5547
O -8.0043 -5.8326 13.5729
O -7.4873 -6.3562 11.5521
H -5.3235 -5.2813 12.1593
H -5.8712 -4.6316 13.6750
H -6.4356 -3.8557 12.1486

Atomic partial charges in e from the Löwdin method, atoms 1 to 4: atom 1 (O): -0.59, atom 2 (H): -0.24, atom 3 (C): 0.02, atom 4 (N): -0.47

=====

[3]
DFT (ωB97M-V/def2-TZVPD) results for a cluster of 2 separate species, C4H13NO in total in a non-equilibrium geometry.

Output
electronic energy	-7895.453	eV
energy above the lowest of the compared OMol25 structures with the same formula, charge and spin	27.86	kcal per mole

Positions of all 19 atoms, in Å:
C -2.1465 -0.0233 0.4078
C -1.1493 -0.2208 1.5102
C 0.2918 0.1596 1.1108
N 0.5071 1.5454 0.8290
C 1.8916 1.9094 0.6684
H -1.8671 0.6119 -0.4346
H -2.6103 -0.9087 -0.0081
H -3.0626 0.4685 0.7808
H -1.2706 0.3465 2.4403
H -1.0397 -1.2441 1.8767
H 0.9719 -0.1782 1.9082
H 0.4953 -0.3759 0.1586
H -0.1385 2.2692 1.0613
H 2.2574 1.4937 -0.2734
H 2.0084 2.9908 0.5563
H 2.5019 1.7578 1.5717
H 0.9042 -2.5659 -3.0485
H -0.3767 -2.8113 -3.8187
O 0.5507 -2.9644 -3.8611

Atomic partial charges in e from the Löwdin method, atoms 1 to 4: atom 1 (C): -0.12, atom 2 (C): -0.25, atom 3 (C): -0.29, atom 4 (N): -0.15